The following is a DFT calculation (ωB97M-V/def2-TZVPD) of a structure of composition C34H45Br36F12N2O9PS2 in a non-equilibrium geometry.

The geometry in XYZ format:
```
141
Properties=species:S:1:pos:R:3:forces:R:3
C 6.918708 1.849345 1.248837 -0.565 0.023 -0.634
C 5.966060 1.760839 0.310287 0.937 0.057 0.694
C 4.621478 1.156247 0.621266 0.131 -0.267 0.136
C 3.791795 0.430604 -0.453015 -0.380 0.103 -0.216
O 4.094597 -0.893859 -0.827858 0.361 0.686 -0.295
C 4.683928 -1.898002 -0.051191 0.073 -1.801 0.664
S 3.787373 -2.114862 1.565188 -0.043 0.268 0.016
C 4.409236 -3.215442 -0.856262 -0.738 0.507 0.122
C 4.430467 -3.101636 -2.377545 0.288 -0.431 -0.400
C 5.814547 -2.973951 -3.042344 -0.507 -0.324 -0.246
S 5.911003 -3.863066 -4.572214 0.825 0.858 -0.543
O 7.278783 -3.845241 -5.027558 -0.588 -0.160 0.274
O 4.897735 -3.400268 -5.478927 -0.046 -0.345 0.272
O 5.554525 -5.330980 -4.064806 -0.071 -0.095 -0.152
P 6.586993 -1.682303 0.279332 0.227 0.913 -0.101
N 6.785315 -1.823187 1.954051 0.096 -0.016 -0.263
O 7.140582 -3.186093 -0.096114 -0.067 -0.171 -0.190
C 2.206489 0.529696 -0.146425 0.615 -0.011 0.386
O 1.573782 -0.523750 -0.783628 0.174 0.642 -0.130
C 0.461606 -0.406324 -1.684251 -0.858 -0.622 -0.489
C -0.821300 -0.896675 -0.956281 0.409 0.259 0.292
C -0.775120 -2.296329 -0.385881 0.349 -0.356 0.302
O 0.153536 -2.796469 0.202110 -0.348 0.203 -0.332
C 0.795627 -1.401512 -2.819474 0.046 -0.387 0.228
C -0.362127 -1.717099 -3.789065 0.363 -0.094 -0.434
C -1.006780 -3.123481 -3.707115 -0.673 0.621 -0.095
C -2.534489 -2.997326 -3.613356 -0.421 -0.351 0.002
N -3.196789 -4.191545 -3.034567 -0.046 0.447 -0.224
C 0.178303 0.967306 -2.333538 -0.084 0.558 -0.255
O -1.101558 1.495980 -1.950483 0.084 -0.109 0.164
O -1.626091 2.206872 -3.066696 0.024 0.030 -0.126
C 1.727801 0.534347 1.364515 -0.702 -0.623 0.199
F 2.680553 0.611588 2.324349 -0.006 0.023 -0.182
F 1.032466 -0.608090 1.626004 0.187 0.465 -0.196
C 0.735512 1.696606 1.690255 0.572 0.247 0.326
F 0.036693 2.082765 0.611584 -0.070 -0.100 -0.094
F 1.466828 2.763412 2.119971 -0.179 -0.168 -0.193
C -0.279083 1.380735 2.818981 -0.401 0.386 -0.036
F -0.831609 2.545626 3.204713 -0.009 -0.133 0.017
F 0.308750 0.838352 3.877571 0.116 -0.045 -0.075
F -1.264453 0.596545 2.384937 0.221 -0.021 0.066
C 3.941983 1.201735 -1.808532 -0.447 -0.173 -0.331
F 3.839130 2.546083 -1.596055 0.144 -0.487 0.036
F 2.897621 0.896281 -2.636189 0.446 0.052 0.175
C 5.225388 0.939165 -2.695734 0.000 0.392 -0.251
F 6.185323 0.260815 -2.086184 0.034 -0.054 0.046
F 5.737667 2.124571 -3.068107 -0.052 -0.221 -0.008
F 4.890778 0.275681 -3.805270 0.069 -0.014 0.181
H 6.812785 1.395445 2.229748 -0.066 0.091 -0.020
H 7.832738 2.401690 1.059394 -0.034 -0.184 -0.014
H 6.197946 2.206566 -0.651404 -0.321 0.084 0.120
H 4.745703 0.484038 1.473420 -0.037 0.021 -0.076
H 3.989948 1.964601 1.001935 0.025 0.035 -0.134
H 3.622649 -3.441423 1.523427 -0.023 -0.020 -0.182
H 3.376340 -3.481321 -0.605707 0.029 0.009 -0.130
H 5.030384 -4.033807 -0.492651 0.133 0.159 -0.066
H 3.782602 -2.304419 -2.738124 0.037 0.057 0.179
H 3.983101 -4.028910 -2.751526 -0.038 0.076 0.148
H 6.624998 -3.376662 -2.442569 0.008 0.146 0.048
H 6.018578 -1.963856 -3.399013 0.247 0.033 0.315
H 5.451933 -5.885683 -4.855712 -0.047 -0.085 0.124
H 6.351609 -1.051512 2.443226 0.063 -0.045 0.211
H 6.452545 -2.705463 2.333705 -0.104 0.140 0.085
H 7.880517 -3.078145 -0.704126 0.052 -0.135 0.137
H 1.959917 1.522361 -0.528824 -0.297 -0.040 0.023
H -1.012500 -0.212481 -0.121470 -0.095 -0.121 0.027
H -1.692779 -0.816254 -1.599729 0.059 0.048 -0.090
H -1.709307 -2.883407 -0.510800 -0.033 0.070 -0.020
H 1.646720 -1.037485 -3.397880 0.019 0.165 0.217
H 1.138940 -2.316011 -2.322963 -0.018 0.034 -0.069
H 0.041697 -1.603642 -4.799693 -0.084 0.050 0.067
H -1.145397 -0.954912 -3.723772 0.038 -0.011 0.086
H -0.795595 -3.654246 -4.637509 0.243 -0.263 0.236
H -0.669230 -3.725663 -2.863028 0.001 0.253 -0.081
H -2.942556 -2.800901 -4.613424 0.116 0.170 0.054
H -2.813541 -2.131594 -3.006407 0.165 -0.019 0.059
H -3.961492 -3.866297 -2.451362 0.072 -0.155 0.104
H -3.662423 -4.702977 -3.776831 0.168 -0.169 0.050
H 0.145608 0.847370 -3.418457 0.030 -0.094 0.100
H 0.929830 1.736020 -2.142861 -0.001 -0.179 0.158
H -1.379857 3.126742 -2.885297 0.022 -0.078 0.131
C -0.745000 -0.063876 6.917340 0.190 -0.014 -0.090
Br -0.560798 -1.223485 8.437787 -0.025 0.066 -0.008
Br -1.892652 -0.805250 5.571326 -0.105 -0.091 0.065
Br -1.318366 1.704307 7.416159 -0.060 0.037 0.026
H 0.237417 0.048584 6.479746 0.014 -0.029 0.007
C -4.020554 2.976576 5.060027 0.018 -0.053 0.044
Br -5.161996 1.448101 5.295367 -0.007 0.020 -0.016
Br -4.498860 3.985835 3.494326 -0.003 -0.031 -0.050
Br -3.997435 4.080546 6.634003 -0.040 0.073 -0.042
H -3.014420 2.609132 4.906185 0.006 -0.010 0.030
C 2.035529 5.805521 1.301460 -0.033 0.053 0.020
Br 1.216633 7.387393 0.573693 0.105 -0.146 0.067
Br 2.885556 4.761748 -0.076029 -0.061 0.114 0.073
Br 3.260874 6.217147 2.725144 -0.016 -0.012 -0.017
H 1.250891 5.196296 1.723384 -0.019 -0.046 0.007
C 1.422603 10.095444 -2.840284 0.035 -0.014 -0.016
Br 2.628016 8.599488 -2.884063 -0.021 0.019 0.013
Br 0.200799 9.993370 -1.352612 -0.054 0.116 -0.080
Br 2.366522 11.769431 -2.855958 -0.006 -0.013 0.009
H 0.826937 10.053636 -3.740086 -0.016 0.004 0.001
C -3.125510 8.220186 5.150163 -0.017 0.001 0.010
Br -2.016237 6.823650 4.432130 0.081 0.023 0.025
Br -4.766332 8.376462 4.159257 0.044 0.010 0.077
Br -3.456400 7.983684 7.030813 0.021 0.002 -0.012
H -2.583817 9.147688 5.038414 -0.009 0.013 -0.011
C -6.004469 -5.590515 -6.474732 0.029 -0.007 -0.007
Br -5.548630 -3.723189 -6.362474 0.011 -0.004 -0.001
Br -5.171053 -6.434352 -7.987448 0.000 0.016 0.015
Br -5.592792 -6.504421 -4.833804 -0.032 -0.037 0.026
H -7.072977 -5.652547 -6.619780 -0.008 0.011 0.003
C -4.686587 -7.175366 -0.133474 0.051 -0.039 0.054
Br -5.945390 -7.923869 -1.377698 0.092 0.119 -0.088
Br -2.903246 -7.177624 -0.847208 0.013 0.042 -0.038
Br -5.220051 -5.419303 0.444984 -0.001 -0.004 -0.030
H -4.689035 -7.813060 0.739154 -0.022 0.010 0.015
C 2.105011 2.597504 9.028436 -0.056 0.006 0.039
Br 2.424621 4.477124 8.786648 -0.005 -0.021 -0.007
Br 2.769279 1.573417 7.540560 -0.010 -0.035 -0.052
Br 2.815458 1.959362 10.696224 0.001 0.007 -0.024
H 1.033916 2.453677 9.056543 0.000 -0.010 -0.011
C -8.744422 -9.283930 1.431931 0.023 0.029 -0.037
Br -9.271190 -7.595427 0.676868 0.000 -0.022 0.005
Br -8.041965 -10.483773 0.102381 -0.132 -0.107 0.062
Br -7.499965 -9.048077 2.881495 0.017 0.023 -0.018
H -9.633871 -9.740921 1.839414 0.011 -0.017 0.026
C -6.907863 7.908710 0.197696 0.030 -0.070 -0.051
Br -8.564110 8.670711 0.814411 -0.024 0.047 0.029
Br -6.275306 6.547935 1.397844 -0.085 -0.039 -0.052
Br -7.056306 7.260505 -1.605889 -0.011 0.002 0.024
H -6.175386 8.702829 0.195755 -0.006 0.014 0.005
C -12.047766 6.633252 0.572231 -0.014 -0.022 -0.001
Br -13.485484 7.703355 -0.126640 0.011 -0.010 0.006
Br -12.405392 6.051200 2.369535 0.003 0.005 -0.014
Br -11.636648 5.153827 -0.584460 0.003 0.012 0.007
H -11.169715 7.259634 0.608142 0.046 0.015 -0.008
C 1.150639 -6.795281 -0.618822 0.003 0.080 0.041
Br 1.221370 -6.170534 1.198249 0.013 0.032 -0.037
Br 0.909824 -5.342480 -1.860911 0.186 -0.336 0.126
Br 2.684300 -7.871820 -1.054891 0.020 0.030 -0.030
H 0.279794 -7.429639 -0.701004 0.003 -0.017 -0.008
```
Positions in Å, forces in eV/Å.

Properties
Energy, Ha: -97109.5684
HOMO-LUMO gap, eV: 8.2
Energy above the lowest of the compared OMol25 structures with the same formula, charge and spin, kcal per mole: 0.0
2S+1: 1

Atomic partial charges in e from the Mulliken method, atoms 1 to 99: number 1, C, carries -1.102; number 2, C, carries -0.311; number 3, C, carries -1.058; number 4, C, carries 1.493; number 5, O, carries 0.319; number 6, C, carries 0.936; number 7, S, carries -0.249; number 8, C, carries -1.870; number 9, C, carries -0.242; number 10, C, carries -0.427; number 11, S, carries 1.295; number 12, O, carries -0.665; number 13, O, carries -0.624; number 14, O, carries -0.460; number 15, P, carries 0.183; number 16, N, carries -0.690; number 17, O, carries -0.543; number 18, C, carries -1.368; number 19, O, carries 1.133; number 20, C, carries 1.418; number 21, C, carries -0.842; number 22, C, carries -1.040; number 23, O, carries -0.256; number 24, C, carries 0.070; number 25, C, carries -1.307; number 26, C, carries 0.118; number 27, C, carries -0.717; number 28, N, carries -0.213; number 29, C, carries -1.745; number 30, O, carries -0.218; number 31, O, carries -0.475; number 32, C, carries 0.364; number 33, F, carries -0.394; number 34, F, carries -0.310; number 35, C, carries 0.240; number 36, F, carries -0.205; number 37, F, carries -0.303; number 38, C, carries 0.578; number 39, F, carries -0.301; number 40, F, carries -0.113; number 41, F, carries -0.189; number 42, C, carries 0.109; number 43, F, carries -0.376; number 44, F, carries -0.203; number 45, C, carries 0.551; number 46, F, carries -0.168; number 47, F, carries -0.298; number 48, F, carries -0.276; number 49, H, carries 0.218; number 50, H, carries 0.320; number 51, H, carries 0.133; number 52, H, carries 0.419; number 53, H, carries 0.634; number 54, H, carries 0.265; number 55, H, carries 0.755; number 56, H, carries 0.499; number 57, H, carries -0.520; number 58, H, carries 0.964; number 59, H, carries 0.117; number 60, H, carries 0.026; number 61, H, carries 0.370; number 62, H, carries 0.295; number 63, H, carries 0.279; number 64, H, carries 0.408; number 65, H, carries 0.608; number 66, H, carries 0.625; number 67, H, carries 0.632; number 68, H, carries 0.306; number 69, H, carries 0.557; number 70, H, carries -0.160; number 71, H, carries 0.515; number 72, H, carries 0.542; number 73, H, carries 0.647; number 74, H, carries -0.849; number 75, H, carries 0.257; number 76, H, carries 0.205; number 77, H, carries 0.234; number 78, H, carries -0.015; number 79, H, carries 0.569; number 80, H, carries 0.571; number 81, H, carries 0.333; number 82, C, carries -0.072; number 83, Br, carries -0.032; number 84, Br, carries -0.081; number 85, Br, carries 0.017; number 86, H, carries 0.117; number 87, C, carries 0.497; number 88, Br, carries -0.036; number 89, Br, carries -0.046; number 90, Br, carries -0.039; number 91, H, carries -0.414; number 92, C, carries -0.081; number 93, Br, carries 0.042; number 94, Br, carries 0.097; number 95, Br, carries -0.034; number 96, H, carries 0.029; number 97, C, carries -0.305; number 98, Br, carries -0.011; number 99, Br, carries -0.067